(one)
Molecular formula: C9H13NO
Method: DFT, wB97M-V/def2-TZVPD

Output
Lowest unoccupied orbital energy: 0.83 eV
HOMO energy: -8.2 eV
Structure (SMILES): CC1=C[C@@H](C)C(=O)N1.C#CC

```
24
Properties=species:S:1:pos:R:3:nbo_charge:R:1
C 0.23 0.31 -2.33 -0.654
C -0.07 0.61 -0.92 0.204
C 0.43 1.61 -0.09 -0.292
C -0.21 1.42 1.26 -0.351
C -0.93 2.71 1.67 -0.579
C -1.10 0.24 1.13 0.686
O -1.76 -0.47 1.89 -0.611
N -1.05 -0.09 -0.21 -0.616
H 0.97 -0.47 -2.42 0.242
H 0.59 1.23 -2.71 0.228
H -0.67 0.02 -2.90 0.219
H 1.11 2.39 -0.48 0.225
H 0.61 1.03 1.88 0.244
H -1.76 2.84 1.05 0.218
H -0.11 3.37 1.55 0.210
H -1.12 2.66 2.73 0.219
H -1.37 -0.98 -0.45 0.408
C 0.74 -2.91 -1.77 -0.288
C 0.89 -2.72 -0.60 0.023
C 1.08 -2.53 0.82 -0.715
H 0.53 -2.94 -2.79 0.232
H 1.34 -3.37 1.41 0.248
H 0.02 -2.36 1.23 0.257
H 1.63 -1.59 1.05 0.243
```

(two)
Molecular formula: C9H13NO
Method: DFT, wB97M-V/def2-TZVPD

Output
Lowest unoccupied orbital energy: 0.79 eV
HOMO energy: -9.0 eV
Structure (SMILES): Cc1ccccc1.CC(N)=O

```
24
Properties=species:S:1:pos:R:3:nbo_charge:R:1
C -2.57 -0.24 -1.82 -0.632
C -1.24 -0.82 -1.37 0.005
C -0.79 -0.64 -0.08 -0.224
C 0.36 -1.29 0.36 -0.213
C 1.04 -2.16 -0.44 -0.224
C 0.77 -2.15 -1.83 -0.206
C -0.37 -1.50 -2.26 -0.224
H -2.53 0.83 -1.62 0.223
H -3.28 -0.65 -1.10 0.223
H -2.80 -0.51 -2.84 0.217
H -1.38 -0.01 0.59 0.216
H 0.76 -1.07 1.35 0.206
H 1.86 -2.74 -0.04 0.210
H 1.38 -2.69 -2.54 0.216
H -0.66 -1.45 -3.31 0.206
C 1.34 2.25 0.92 -0.743
C 0.54 2.09 2.14 0.662
N 1.02 1.20 3.05 -0.827
O -0.42 2.78 2.45 -0.616
H 1.65 3.28 0.68 0.258
H 0.77 2.25 -0.02 0.257
H 2.18 1.56 0.80 0.221
H 0.58 1.11 3.95 0.400
H 1.80 0.57 2.98 0.390
```

(three)
Molecular formula: C9H13NO
Method: DFT, wB97M-V/def2-TZVPD

Output
Lowest unoccupied orbital energy: 0.77 eV
HOMO energy: -9.0 eV
Structure (SMILES): Cc1ccccc1.CC(N)=O

```
24
Properties=species:S:1:pos:R:3:nbo_charge:R:1
C -3.15 -0.92 2.32 -0.628
C -2.42 -0.83 1.00 -0.007
C -1.10 -0.43 0.93 -0.226
C -0.41 -0.42 -0.29 -0.196
C -1.08 -0.69 -1.48 -0.235
C -2.42 -1.04 -1.42 -0.187
C -3.07 -1.13 -0.19 -0.230
H -2.58 -0.40 3.10 0.214
H -3.17 -1.95 2.65 0.221
H -4.15 -0.49 2.23 0.219
H -0.47 -0.06 1.74 0.213
H 0.65 -0.19 -0.30 0.216
H -0.53 -0.73 -2.39 0.209
H -3.00 -1.26 -2.31 0.207
H -4.08 -1.50 -0.29 0.210
C 2.71 2.18 0.58 -0.727
C 3.17 1.07 -0.29 0.662
N 3.25 1.32 -1.62 -0.825
O 3.47 -0.02 0.16 -0.610
H 1.74 2.60 0.32 0.233
H 3.35 3.07 0.55 0.231
H 2.72 1.93 1.62 0.244
H 3.60 0.61 -2.23 0.404
H 3.02 2.20 -2.03 0.390
```

The least stable of them is (one).

(one)
Molecular formula: CH8O4
Method: DFT, wB97M-V/def2-TZVPD

Output
Lowest unoccupied orbital energy: 0.52 eV
HOMO energy: -10.6 eV
Structure (SMILES): C=O.O.O.O

```
13
Properties=species:S:1:pos:R:3:nbo_charge:R:1
C 0.40 -2.16 -1.38 0.290
O -0.49 -2.00 -0.55 -0.526
H 1.32 -2.65 -1.14 0.117
H 0.28 -1.82 -2.42 0.119
O 0.37 1.92 1.09 -0.959
H 0.88 1.71 1.88 0.480
H -0.03 1.08 0.92 0.486
O -0.75 -0.62 2.19 -0.957
H -1.32 -1.01 1.55 0.482
H -0.63 -1.39 2.84 0.477
O 0.48 2.22 -1.74 -1.002
H 0.33 2.38 -0.82 0.512
H -0.12 2.47 -2.43 0.481
```

(two)
Molecular formula: CH8O4
Method: DFT, wB97M-V/def2-TZVPD

Output
Lowest unoccupied orbital energy: 0.49 eV
HOMO energy: -10.7 eV
Structure (SMILES): C=O.O.O.O

```
13
Properties=species:S:1:pos:R:3:nbo_charge:R:1
C 1.44 1.56 -0.75 0.298
O 2.23 0.66 -0.60 -0.536
H 1.77 2.62 -0.82 0.114
H 0.36 1.40 -0.81 0.133
O -0.86 -1.32 -0.68 -0.978
H -0.90 -2.26 -0.92 0.480
H -0.12 -1.28 -0.05 0.500
O 1.02 -0.91 1.60 -0.965
H 1.52 -0.30 1.04 0.488
H 1.69 -1.46 2.04 0.479
O -2.64 0.81 0.06 -0.970
H -2.01 0.10 -0.14 0.493
H -3.50 0.38 0.03 0.464
```

The least stable of them is (one).

(one)
Molecular formula: C10H16O
Method: DFT, wB97M-V/def2-TZVPD

Output
Lowest unoccupied orbital energy: 0.85 eV
HOMO energy: -8.6 eV
Structure (SMILES): CCc1ccc(O)cc1.CC

```
27
Properties=species:S:1:pos:R:3:nbo_charge:R:1
C -0.67 -2.22 -1.16 -0.605
C -0.61 -0.69 -1.29 -0.422
C -1.15 0.09 -0.15 -0.055
C -0.81 -0.24 1.18 -0.185
C -1.24 0.47 2.28 -0.269
C -2.16 1.51 2.05 0.280
O -2.75 2.15 3.12 -0.700
C -2.54 1.87 0.78 -0.266
C -1.96 1.21 -0.30 -0.172
H 0.02 -2.47 -0.34 0.197
H -0.25 -2.67 -2.05 0.219
H -1.65 -2.51 -0.81 0.216
H 0.45 -0.41 -1.45 0.213
H -1.00 -0.32 -2.25 0.208
H -0.25 -1.16 1.35 0.205
H -1.04 0.20 3.31 0.220
H -2.10 2.58 3.67 0.481
H -3.39 2.53 0.62 0.228
H -2.07 1.55 -1.33 0.206
C 2.74 -0.43 -0.30 -0.617
C 3.56 0.04 -1.48 -0.614
H 3.34 -1.12 0.30 0.208
H 2.38 0.46 0.22 0.211
H 1.85 -1.02 -0.51 0.199
H 3.98 1.02 -1.24 0.207
H 2.97 0.26 -2.38 0.200
H 4.32 -0.65 -1.85 0.206
```

(two)
Molecular formula: C10H16O
Method: DFT, wB97M-V/def2-TZVPD

Output
Lowest unoccupied orbital energy: 0.72 eV
HOMO energy: -8.3 eV
Structure (SMILES): Cc1ccc(O)cc1.CCC

```
27
Properties=species:S:1:pos:R:3:nbo_charge:R:1
C -1.86 0.45 2.47 -0.633
C -0.57 0.24 1.78 -0.021
C 0.51 1.14 1.70 -0.217
C 1.62 0.69 0.99 -0.229
C 1.79 -0.59 0.44 0.283
O 3.15 -0.76 0.17 -0.699
C 0.76 -1.48 0.67 -0.277
C -0.39 -1.10 1.32 -0.209
H -2.49 -0.34 2.16 0.215
H -2.28 1.43 2.35 0.220
H -1.76 0.12 3.53 0.220
H 0.47 2.10 2.22 0.220
H 2.54 1.31 0.98 0.220
H 3.50 -1.68 -0.05 0.491
H 0.99 -2.47 0.37 0.207
H -1.24 -1.76 1.37 0.210
C -2.65 0.17 -2.59 -0.621
C -1.09 0.06 -2.26 -0.390
C -0.40 1.01 -3.26 -0.632
H -2.93 0.50 -3.62 0.197
H -3.12 0.94 -1.99 0.209
H -2.89 -0.89 -2.47 0.210
H -0.93 0.38 -1.26 0.205
H -0.76 -0.99 -2.31 0.192
H 0.26 0.34 -3.84 0.206
H -0.97 1.59 -4.00 0.212
H 0.36 1.57 -2.70 0.212
```

The least stable of them is (two).

(one)
Molecular formula: C10H16O
Method: DFT, wB97M-V/def2-TZVPD

Output
Lowest unoccupied orbital energy: 0.85 eV
HOMO energy: -8.0 eV
Structure (SMILES): Cc1ccc(O)cc1.CCC

```
27
Properties=species:S:1:pos:R:3:nbo_charge:R:1
C 2.03 -2.25 -0.29 -0.606
C 0.71 -1.67 0.15 -0.052
C 0.75 -0.48 0.96 -0.192
C -0.35 0.17 1.39 -0.264
C -1.53 -0.53 0.99 0.312
O -2.64 0.25 1.17 -0.697
C -1.57 -1.82 0.44 -0.299
C -0.40 -2.49 0.10 -0.179
H 2.77 -1.94 0.27 0.201
H 2.16 -2.11 -1.42 0.206
H 2.00 -3.30 -0.28 0.209
H 1.76 -0.17 1.17 0.208
H -0.51 1.10 1.91 0.212
H -2.51 1.19 1.50 0.489
H -2.56 -2.40 0.31 0.228
H -0.44 -3.59 -0.16 0.225
C 1.98 2.29 -0.86 -0.620
C 0.88 2.58 -1.90 -0.404
C -0.49 2.49 -1.32 -0.614
H 2.01 1.21 -0.73 0.216
H 2.91 2.36 -1.38 0.203
H 2.09 3.01 -0.02 0.207
H 1.12 1.80 -2.62 0.199
H 0.92 3.53 -2.35 0.196
H -1.20 3.03 -1.96 0.204
H -0.58 3.10 -0.39 0.196
H -0.94 1.45 -1.26 0.218
```

(two)
Molecular formula: C10H16O
Method: DFT, wB97M-V/def2-TZVPD

Output
Lowest unoccupied orbital energy: 0.85 eV
HOMO energy: -8.2 eV
Structure (SMILES): Cc1ccc(O)cc1.CCC

```
27
Properties=species:S:1:pos:R:3:nbo_charge:R:1
C -0.82 -2.05 2.59 -0.658
C -0.57 -1.97 1.11 -0.063
C 0.75 -1.82 0.62 -0.181
C 0.94 -1.61 -0.75 -0.281
C -0.19 -1.38 -1.53 0.293
O -0.03 -1.29 -2.88 -0.695
C -1.49 -1.48 -1.04 -0.265
C -1.68 -1.93 0.28 -0.184
H -0.68 -3.08 3.04 0.221
H -1.78 -1.70 2.95 0.227
H 0.06 -1.87 3.30 0.231
H 1.62 -2.01 1.22 0.212
H 1.96 -1.58 -1.12 0.215
H 0.83 -1.05 -3.24 0.488
H -2.39 -1.38 -1.62 0.226
H -2.68 -2.22 0.52 0.216
C 1.47 3.52 0.05 -0.610
C 0.93 2.09 -0.42 -0.393
C -0.59 2.08 -0.48 -0.641
H 0.90 3.58 0.98 0.202
H 1.27 4.17 -0.74 0.204
H 2.55 3.61 0.24 0.204
H 1.32 1.92 -1.45 0.184
H 1.34 1.23 0.13 0.205
H -0.92 1.08 -0.76 0.230
H -1.01 2.62 0.38 0.205
H -1.11 2.52 -1.36 0.207
```

(three)
Molecular formula: C10H16O
Method: DFT, wB97M-V/def2-TZVPD

Output
Lowest unoccupied orbital energy: 0.81 eV
HOMO energy: -8.4 eV
Structure (SMILES): Cc1ccc(O)cc1.CCC

```
27
Properties=species:S:1:pos:R:3:nbo_charge:R:1
C -0.82 -2.81 -1.10 -0.633
C -0.98 -1.67 -0.03 -0.017
C -1.18 -0.38 -0.48 -0.191
C -1.25 0.65 0.54 -0.241
C -0.89 0.27 1.87 0.294
O -0.50 1.34 2.68 -0.703
C -0.68 -1.09 2.25 -0.259
C -0.80 -2.05 1.32 -0.216
H -1.64 -2.78 -1.86 0.213
H -0.83 -3.83 -0.68 0.210
H 0.07 -2.67 -1.69 0.216
H -1.44 -0.20 -1.40 0.200
H -1.08 1.60 0.29 0.207
H 0.29 1.15 3.20 0.482
H -0.37 -1.31 3.33 0.218
H -0.57 -3.09 1.34 0.218
C 2.66 1.90 -0.87 -0.573
C 1.63 1.16 -1.77 -0.404
C 1.32 1.85 -3.11 -0.598
H 3.00 2.92 -1.33 0.192
H 3.68 1.33 -0.79 0.203
H 2.19 2.05 -0.07 0.187
H 2.04 0.20 -1.85 0.195
H 0.67 1.00 -1.26 0.199
H 2.21 1.74 -3.73 0.200
H 0.53 1.41 -3.85 0.204
H 1.14 2.79 -2.82 0.196
```

(four)
Molecular formula: C10H16O
Method: DFT, wB97M-V/def2-TZVPD

Output
Lowest unoccupied orbital energy: 0.92 eV
HOMO energy: -8.3 eV
Structure (SMILES): Cc1ccc(O)cc1.CCC

```
27
Properties=species:S:1:pos:R:3:nbo_charge:R:1
C 2.08 -3.57 0.66 -0.626
C 1.52 -2.22 1.01 -0.039
C 0.36 -1.75 0.38 -0.181
C -0.18 -0.53 0.67 -0.303
C 0.46 0.29 1.60 0.377
O -0.08 1.52 1.82 -0.697
C 1.62 -0.13 2.23 -0.297
C 2.17 -1.37 1.94 -0.186
H 1.29 -4.32 0.76 0.214
H 2.84 -3.83 1.39 0.211
H 2.49 -3.66 -0.34 0.218
H -0.13 -2.34 -0.32 0.201
H -1.13 -0.30 0.29 0.202
H -1.03 1.56 1.58 0.482
H 2.07 0.54 3.00 0.223
H 2.99 -1.71 2.44 0.204
C -2.67 1.52 -2.25 -0.601
C -1.74 2.07 -1.16 -0.384
C -0.33 2.38 -1.66 -0.609
H -2.77 2.26 -3.03 0.203
H -3.64 1.33 -1.79 0.204
H -2.32 0.59 -2.68 0.200
H -2.20 3.01 -0.88 0.194
H -1.78 1.38 -0.29 0.168
H 0.22 1.38 -1.91 0.201
H -0.39 2.97 -2.54 0.203
H 0.27 2.90 -0.93 0.218
```

The least stable of them is (three).